--- P ---
ORCA calculation (the ωB97M-V functional and the def2-TZVPD basis) on 2 unconnected molecules or ions with the total composition C4H12N2.

Geometry as XYZ:
```
18
C4H12N2 | OMol25 | the ωB97M-V functional and the def2-TZVPD basis
C -1.2867 -0.3900 1.9439
N -1.0893 0.8315 1.8458
C -1.4171 1.5561 0.5337
H -1.0785 -0.9487 2.7751
H -1.7184 -0.9995 1.1427
H -1.3401 2.6148 0.7929
H -2.5337 1.3713 0.3441
H -0.8279 1.3507 -0.3584
C 1.9881 0.1439 -0.6429
N 0.8591 -0.8190 -0.7667
C 0.7329 -1.2892 -2.2118
H 2.8857 -0.1719 -1.3231
H 1.6159 1.2574 -0.9373
H 2.4708 0.2008 0.5105
H -0.0956 -0.4563 -0.4805
H 1.1507 -0.7388 -2.9296
H -0.3415 -1.4638 -2.5752
H 1.3201 -2.2290 -2.2517
```

For the HOMO energy, the calculation gives -8.8 eV. Its LUMO energy is 0.976 eV. Its frontier orbital gap is 9.77 eV. As for the SMILES: C=NC.CNC.

--- Q ---
ORCA calculation (the ωB97M-V functional and the def2-TZVPD basis) on C4H12N2 in the gas phase.

Geometry as XYZ:
```
18
C4H12N2 | OMol25 | the ωB97M-V functional and the def2-TZVPD basis
C 0.9455 2.1701 0.6294
N 0.8348 0.6736 0.8543
C -0.2996 -0.2036 0.5361
C -1.1051 0.6621 -0.4712
C 0.2081 -1.5769 -0.0499
N -0.8685 -2.4446 -0.6912
H 1.6626 2.6304 1.2996
H 1.3502 2.5144 -0.3010
H -0.0390 2.7157 0.7588
H 1.6572 0.2432 0.4192
H -0.9252 -0.6131 1.3453
H -2.0951 -0.0139 -0.6785
H -0.4817 0.6131 -1.4637
H -1.3192 1.5587 0.0896
H 0.9664 -1.0439 -0.8020
H 0.7186 -2.0994 0.7921
H -0.6452 -2.3283 -1.6764
H -0.5647 -3.4578 -0.5903
```

For the HOMO energy, the calculation gives -8.4 eV. Its LUMO energy is 0.975 eV. Its frontier orbital gap is 9.36 eV. As for the SMILES: CN[C@@H](C)CN.

--- R ---
ORCA calculation (the ωB97M-V functional and the def2-TZVPD basis) on C4H12N2 in the gas phase.

Geometry as XYZ:
```
18
C4H12N2 | OMol25 | the ωB97M-V functional and the def2-TZVPD basis
N 2.0914 1.1118 -0.6935
C 1.7608 -0.1079 0.1080
C 0.5023 -0.7649 -0.5138
C -0.6918 0.2147 -0.6978
C -1.3846 0.3157 0.7131
N -2.4051 -0.7506 0.8634
H 1.2772 1.7183 -0.6588
H 2.7648 1.6468 -0.1456
H 1.4727 0.0556 1.1488
H 2.7424 -0.5832 0.1215
H 0.1823 -1.5914 0.1276
H 0.7349 -1.1574 -1.5129
H -1.3684 -0.2574 -1.4158
H -0.4516 1.1628 -1.1661
H -0.6829 0.1170 1.5270
H -1.7105 1.3412 0.8817
H -2.9449 -0.9604 0.0415
H -1.8889 -1.5108 1.2718
```

For the HOMO energy, the calculation gives -9.1 eV. Its LUMO energy is 1.113 eV. Its frontier orbital gap is 10.19 eV. As for the SMILES: NCCCCN.

Which one sits at the top of the stability order? R does.

--- P ---
ORCA calculation (the ωB97M-V functional and the def2-TZVPD basis) on C3H6O3 in the gas phase.

Geometry as XYZ:
```
12
C3H6O3 | OMol25 | the ωB97M-V functional and the def2-TZVPD basis
O -0.7409 -1.1100 -1.6725
C -0.6786 -0.9974 -0.4689
C -0.5982 0.4378 0.1298
O -0.4008 1.3357 -0.9192
C 0.6044 0.3171 0.9954
O 1.5441 -0.5673 0.2089
H -0.9836 -1.7979 0.2306
H -1.5229 0.6284 0.6863
H -0.5558 0.8073 -1.7284
H 1.0826 1.2608 1.2132
H 0.4568 -0.2525 1.9099
H 1.7931 -0.0620 -0.5852
```

For the HOMO energy, the calculation gives -10.4 eV. Its LUMO energy is 0.846 eV. Its frontier orbital gap is 11.22 eV. As for the SMILES: O=C[C@H](O)CO.

--- Q ---
ORCA calculation (the ωB97M-V functional and the def2-TZVPD basis) on 2 unconnected molecules or ions with the total composition C3H6O3.

Geometry as XYZ:
```
12
C3H6O3 | OMol25 | the ωB97M-V functional and the def2-TZVPD basis
C 2.1287 -0.2680 0.2303
O 0.7685 -0.3535 0.6453
C -0.1352 0.0621 -0.2401
O 0.0807 0.3559 -1.3869
C -1.4289 0.1141 0.5786
O -1.8302 1.1440 1.0560
H 2.3135 -0.9338 -0.6153
H 2.3610 0.7622 -0.0525
H 2.6968 -0.5693 1.1076
H -1.8920 -0.8747 0.7714
H -2.4489 -0.0286 -1.2310
H -2.6140 0.5897 -0.8632
```

For the HOMO energy, the calculation gives -10.1 eV. Its LUMO energy is 0.722 eV. Its frontier orbital gap is 10.79 eV. As for the SMILES: COC(=O)C=O.[H][H].

Which one sits at the top of the stability order? P does.

--- P ---
ORCA calculation (the ωB97M-V functional and the def2-TZVPD basis) on 2 unconnected molecules or ions with the total composition C3H6O3.

Geometry as XYZ:
```
12
C3H6O3 | OMol25 | the ωB97M-V functional and the def2-TZVPD basis
C 1.8560 -0.0237 -0.2424
C 0.5139 -0.6145 -0.3944
O 0.0276 -1.3504 0.4187
H 2.1615 0.4013 -1.0913
H 1.6119 0.7885 0.4292
H 2.6629 -0.6955 0.2346
H -0.1087 -0.2809 -1.3956
O -1.8004 1.0139 0.0404
C -2.7497 0.2577 -0.0276
O -2.5581 -1.0501 -0.1255
H -3.6957 0.5574 -0.3175
H -1.5737 -1.3950 0.0754
```

For the HOMO energy, the calculation gives -10.3 eV. Its LUMO energy is 0.864 eV. Its frontier orbital gap is 11.20 eV. As for the SMILES: CC=O.O=CO.

--- Q ---
ORCA calculation (the ωB97M-V functional and the def2-TZVPD basis) on C3H6O3 in the gas phase.

Geometry as XYZ:
```
12
C3H6O3 | OMol25 | the ωB97M-V functional and the def2-TZVPD basis
O 0.2363 -1.4325 -1.2277
C -0.6962 -0.9598 -0.5847
C -0.6658 0.4842 -0.2052
O -0.1270 1.3123 -1.1948
C 0.3426 0.3554 1.0355
O 1.5983 -0.0995 0.5893
H -1.4219 -1.6100 -0.0599
H -1.6616 0.8775 0.0638
H 0.5871 0.8097 -1.6134
H 0.4485 1.3742 1.4131
H -0.0665 -0.2952 1.8399
H 1.4263 -0.8162 -0.0559
```

For the HOMO energy, the calculation gives -10.1 eV. Its LUMO energy is 0.387 eV. Its frontier orbital gap is 10.48 eV. As for the SMILES: O=C[C@H](O)CO.

--- R ---
ORCA calculation (the ωB97M-V functional and the def2-TZVPD basis) on C3H6O3 in the gas phase.

Geometry as XYZ:
```
12
C3H6O3 | OMol25 | the ωB97M-V functional and the def2-TZVPD basis
O -2.0134 -0.4474 0.4633
C -0.8678 -0.6828 0.7785
C 0.1995 0.3791 0.6033
O -0.4067 1.6000 0.2769
C 1.0643 -0.0947 -0.5658
O 0.2740 -0.7521 -1.5337
H -0.5667 -1.6706 1.1635
H 0.7978 0.4843 1.5194
H -1.3600 1.4184 0.2202
H 1.5653 0.7827 -0.9861
H 1.8218 -0.8132 -0.2478
H -0.5079 -0.2037 -1.6918
```

For the HOMO energy, the calculation gives -10.4 eV. Its LUMO energy is 0.808 eV. Its frontier orbital gap is 11.19 eV. As for the SMILES: O=C[C@H](O)CO.

--- S ---
ORCA calculation (the ωB97M-V functional and the def2-TZVPD basis) on a molecular structure, C3H6O3.

Geometry as XYZ:
```
12
C3H6O3 | OMol25 | the ωB97M-V functional and the def2-TZVPD basis
C 0.3903 -0.9304 0.3662
C 1.3844 -0.5457 1.3241
C -1.2922 0.6214 -0.8138
O -0.3571 -1.7284 -0.0171
O -1.0218 0.9496 -2.1368
O -0.1481 0.6975 -0.0937
H 1.9522 0.3272 1.1506
H 0.8934 -0.2230 2.1459
H 2.0827 -1.2040 1.6397
H -1.7544 -0.3942 -0.8758
H -2.0470 1.2781 -0.4111
H -0.0825 1.1520 -2.2784
```

For the HOMO energy, the calculation gives -9.5 eV. Its LUMO energy is 0.502 eV. Its frontier orbital gap is 9.96 eV.

Which one sits at the top of the stability order? R does.

--- P ---
ORCA calculation (the ωB97M-V functional and the def2-TZVPD basis) on C3H6O3 in the gas phase.

Geometry as XYZ:
```
12
C3H6O3 | OMol25 | the ωB97M-V functional and the def2-TZVPD basis
O 1.8733 1.2965 0.1312
C 1.1283 0.5858 0.7702
C 0.3540 -0.5211 0.0324
O 0.6534 -0.3708 -1.3318
C -1.1680 -0.4265 0.1773
O -1.6231 0.7979 -0.3382
H 1.0533 0.7428 1.8609
H 0.6873 -1.5092 0.3981
H 1.3526 0.3124 -1.3511
H -1.6148 -1.2811 -0.3580
H -1.4820 -0.4911 1.2242
H -1.2143 0.8643 -1.2152
```

For the HOMO energy, the calculation gives -10.5 eV. Its LUMO energy is 0.669 eV. Its frontier orbital gap is 11.17 eV. As for the SMILES: O=C[C@H](O)CO.

--- Q ---
ORCA calculation (the ωB97M-V functional and the def2-TZVPD basis) on 3 unconnected molecules or ions with the total composition C3H6O3.

Geometry as XYZ:
```
12
C3H6O3 | OMol25 | the ωB97M-V functional and the def2-TZVPD basis
C -1.0725 1.0022 2.2298
C -1.2286 1.2247 0.9645
O -1.1926 1.3985 -0.1742
H -1.3317 1.8068 2.9577
H -0.8324 0.0308 2.5520
C 1.0726 -0.4019 -2.6574
O 1.8908 -0.1226 -1.7848
H 0.1901 -0.8385 -2.3806
H 1.1827 0.0648 -3.6605
O 0.4951 -1.5672 1.0024
H -0.3405 -1.2122 0.5656
H 1.1670 -1.3854 0.3855
```

For the HOMO energy, the calculation gives -9.4 eV. Its LUMO energy is 0.393 eV. Its frontier orbital gap is 9.77 eV. As for the SMILES: C=C=O.C=O.O.

Which one sits at the top of the stability order? P does.